Molecular formula: C4H10N2S2
Method: DFT, ωB97M-V/def2-TZVPD

Last column: natural (NBO) charge in e.
Positions of all 18 atoms, in Å:
1 C -3.3513 0.0883 0.5401  -0.767
2 C -1.0051 -0.2837 -0.6039  -0.818
3 C 1.1937 1.3031 0.2488  -0.623
4 C 2.3004 0.6458 -0.7769  -0.010
5 H -2.3014 -0.0560 1.3368  0.202
6 H -3.3924 1.2869 0.3930  0.259
7 H -4.3259 -0.7135 0.7870  0.266
8 H -1.0410 -0.4930 0.5446  0.204
9 H -0.0306 -1.0898 -0.9085  0.243
10 H 1.2815 2.4931 0.7278  0.274
11 H 0.9843 0.5813 1.2084  0.216
12 H 2.6957 1.4264 -1.5575  0.203
13 H 1.7134 -1.3365 0.5432  0.345
14 H 3.0075 -2.4653 0.0145  0.388
15 N 2.7081 -0.5948 -0.8512  -0.240
16 N 2.5331 -1.4467 0.1409  -0.624
17 S -2.5427 -0.7249 -1.0176  0.273
18 S -0.4272 1.3794 -0.7697  0.209

Forces on the atoms, in the same order (eV/Å):
1.8 -1.1 0.7
6.5 -2.8 3.1
-0.5 -0.2 1.3
-0.3 0.9 0.1
-3.9 0.3 -1.7
-0.8 -3.1 0.4
2.8 3.2 -0.4
0.8 0.3 -1.6
-3.1 2.1 0.1
0.3 -3.7 -1.8
0.5 1.8 -2.3
-1.0 -2.0 1.3
-4.6 -0.3 3.0
-2.1 3.6 0.2
1.0 3.7 -1.1
5.3 -4.0 -1.7
-4.0 0.2 -0.1
1.0 1.2 0.5

SMILES = CSCSC/C=N\N
Energy relative to the best compared isomer or geometry (same formula, charge and spin) = 6.596 eV
Spin multiplicity = 1
Molecular weight = 150.3 g/mol